Entry 1:
Density functional theory data (the ωB97M-V functional and the def2-TZVPD basis) for C7H6F3N2O as an isolated structure at a distorted geometry.

XYZ file:
```
19
C7H6F3N2O (the ωB97M-V functional and the def2-TZVPD basis)
C -0.620 -1.616 0.951
C -1.597 -1.416 0.043
C 0.826 0.286 0.338
C 0.576 -0.818 1.130
C -0.705 0.510 -0.990
C 1.923 1.204 0.320
C -0.723 1.668 -1.944
N -1.618 -0.388 -0.876
N 1.449 -1.156 2.072
O 2.811 1.050 1.127
F 0.432 1.784 -2.588
F -1.698 1.513 -2.847
F -0.948 2.801 -1.279
H -0.723 -2.459 1.620
H -2.447 -2.080 -0.005
H 1.914 2.009 -0.424
H -2.433 -0.359 -1.503
H 1.297 -1.948 2.677
H 2.283 -0.583 2.180
```

Output
Energy relative to the best compared isomer or geometry (same formula, charge and spin), kJ/mol: 0.0
Highest occupied orbital energy (alpha / beta), eV: -13.587 / -13.587
Total charge: +1
Multiplicity: 1
LUMO level (alpha / beta), eV: -5.73 / -5.73

---

Entry 2:
Density functional theory data (the ωB97M-V functional and the def2-TZVPD basis) for one molecule with the formula C7H6FN3O2 at a distorted geometry.

XYZ file:
```
19
C7H6FN3O2 (the ωB97M-V functional and the def2-TZVPD basis)
O -2.398 1.647 0.583
N -2.683 0.546 1.004
O -3.543 0.308 1.792
C -1.847 -0.609 0.370
N -1.326 -0.231 -0.920
C 0.029 0.102 -0.740
C 0.963 0.483 -1.659
C 2.294 0.473 -1.311
C 2.687 0.279 0.020
C 1.759 -0.115 0.962
C 0.466 -0.287 0.576
N -0.676 -0.794 1.285
F -0.554 -2.238 1.653
H -2.580 -1.419 0.227
H -1.950 0.459 -1.376
H 0.481 0.624 -2.628
H 3.138 0.688 -2.046
H 3.678 0.560 0.202
H 2.061 -0.476 2.006
```

Output
Energy relative to the best compared isomer or geometry (same formula, charge and spin), kJ/mol: 421.4
Highest occupied orbital energy, eV: -8.808
SMILES: O=[N+]([O-])[C@H]1Nc2ccccc2N1F
Multiplicity: 1
LUMO level, eV: 0.00

---

- Look up the energy relative to the best compared isomer or geometry (same formula, charge and spin) of the second one.
  421.4 kJ/mol

---

Repeat the first record exactly.
Density functional theory data (the ωB97M-V functional and the def2-TZVPD basis) for C7H6F3N2O as an isolated structure at a distorted geometry.

XYZ file:
```
19
C7H6F3N2O (the ωB97M-V functional and the def2-TZVPD basis)
C -0.620 -1.616 0.951
C -1.597 -1.416 0.043
C 0.826 0.286 0.338
C 0.576 -0.818 1.130
C -0.705 0.510 -0.990
C 1.923 1.204 0.320
C -0.723 1.668 -1.944
N -1.618 -0.388 -0.876
N 1.449 -1.156 2.072
O 2.811 1.050 1.127
F 0.432 1.784 -2.588
F -1.698 1.513 -2.847
F -0.948 2.801 -1.279
H -0.723 -2.459 1.620
H -2.447 -2.080 -0.005
H 1.914 2.009 -0.424
H -2.433 -0.359 -1.503
H 1.297 -1.948 2.677
H 2.283 -0.583 2.180
```

Output
Energy relative to the best compared isomer or geometry (same formula, charge and spin), kJ/mol: 0.0
Highest occupied orbital energy (alpha / beta), eV: -13.587 / -13.587
Total charge: +1
Multiplicity: 1
LUMO level (alpha / beta), eV: -5.73 / -5.73